[1]
Molecular formula: C7H14
Method: DFT, ωB97M-V/def2-TZVPD

```
21
Properties=species:S:1:pos:R:3
C 0.04 -0.02 1.56
C -0.67 -0.32 0.23
C 0.22 -1.10 -0.75
C 1.30 -2.04 -0.20
C 0.63 0.26 -1.39
C -0.73 0.90 -0.71
C -1.24 2.29 0.34
H -0.52 0.71 2.15
H 1.04 0.41 1.41
H 0.15 -0.93 2.15
H -1.67 -0.73 0.43
H -0.41 -1.68 -1.44
H 2.00 -1.52 0.46
H 0.84 -2.86 0.38
H 1.88 -2.51 -1.00
H 0.67 0.24 -2.50
H 1.62 0.57 -1.04
H -1.47 0.85 -1.49
H -0.16 2.27 0.24
H -1.73 3.19 -0.06
H -1.93 1.88 1.10
```

Properties
SMILES string ... C[C@@H]1[C@H](C)C[C@@H]1C
ΔE to the lowest compared entry with this formula, charge and spin ... 3.400 eV
Total charge ... 0
HOMO ... -8.98 eV
Frontier orbital gap ... 10.1 eV
E_LUMO ... 1.08 eV

=====

[2]
Molecular formula: C18H35Br4MnO9
Method: DFT, ωB97M-V/def2-TZVPD

```
67
Properties=species:S:1:pos:R:3
Mn 1.60 -2.91 -0.44
C -1.63 -0.54 -0.65
C -0.56 -0.50 0.50
O 0.46 -1.32 0.27
H -2.05 -1.55 -0.65
H -1.20 -0.69 -1.64
H -2.46 0.16 -0.66
H -1.19 -0.77 1.35
H -0.30 0.56 0.60
C 4.19 -0.34 -2.06
C 3.09 -1.22 -2.47
O 3.18 -2.55 -1.87
H 4.15 -0.23 -0.98
H 3.78 0.65 -2.27
H 5.11 -0.53 -2.62
H 2.79 -1.20 -3.52
H 2.15 -0.99 -1.97
C -1.68 -4.77 -1.70
C -0.30 -5.34 -1.88
O 0.87 -4.50 -1.84
H -1.99 -4.75 -0.66
H -2.31 -5.54 -2.14
H -2.16 -3.98 -2.28
H -0.19 -5.84 -2.84
H -0.16 -6.20 -1.21
Br 0.87 5.34 -1.70
C 0.65 3.88 -2.98
C -0.49 3.01 -2.49
Br -0.78 1.39 -3.55
H 1.51 3.21 -3.01
H 0.63 4.28 -3.99
H -1.44 3.52 -2.62
H -0.43 2.72 -1.44
Br -5.79 0.14 -4.34
C -5.64 1.79 -3.28
C -4.38 2.03 -2.51
Br -4.24 3.88 -1.69
H -6.48 1.79 -2.59
H -5.74 2.65 -3.95
H -3.61 1.96 -3.27
H -4.28 1.25 -1.76
C -2.68 -1.36 6.43
C -1.80 -2.53 5.76
C -1.14 -2.13 4.46
O 0.22 -2.20 4.72
C 0.42 -2.66 5.97
O 1.49 -3.11 6.44
O -0.74 -2.73 6.61
H -3.53 -1.00 5.85
H -2.12 -0.44 6.57
H -3.02 -1.56 7.45
H -2.33 -3.47 5.60
H -1.46 -1.11 4.20
H -1.52 -2.78 3.67
C 2.37 2.13 -0.42
C 3.76 2.53 -0.04
C 4.06 4.06 0.05
O 3.81 4.43 1.37
C 3.94 3.33 2.18
O 3.87 3.38 3.42
O 3.93 2.20 1.43
H 2.24 1.81 -1.45
H 1.71 2.97 -0.17
H 2.03 1.31 0.22
H 4.49 2.02 -0.67
H 3.38 4.65 -0.56
H 5.08 4.30 -0.26
```

Properties
<S²> ... 8.7549
ΔE to the lowest compared entry with this formula, charge and spin ... 3.298 eV
Total charge ... -1
HOMO (spin up / spin down) ... -4.53 / -4.75 eV
Frontier orbital gap (spin up / spin down) ... 6.2 / 6.4 eV
E_LUMO (spin up / spin down) ... 1.65 / 1.65 eV
Spin multiplicity ... 6

=====

[3]
Molecular formula: C11H22BCl2N4O5
Method: DFT, ωB97M-V/def2-TZVPD

```
45
Properties=species:S:1:pos:R:3
C 2.95 5.21 -2.05
C 1.88 4.38 -2.65
Cl 2.38 3.26 -3.86
C 0.59 4.47 -2.36
Cl 0.00 5.64 -1.24
C -0.42 3.65 -3.00
N -1.12 3.96 -4.08
C -1.97 2.91 -4.32
N -1.80 2.00 -3.46
N -0.84 2.46 -2.64
O -0.50 1.73 -1.57
B 0.80 1.10 -1.62
O 1.68 1.42 -0.65
O 1.10 0.19 -2.55
H 2.73 5.34 -1.00
H 2.95 6.19 -2.50
H 3.91 4.74 -2.15
H -1.06 4.83 -4.59
H -2.67 2.84 -5.12
H 1.48 2.31 -0.32
H 2.06 0.09 -2.58
C -1.06 -0.46 0.84
O -1.29 -0.75 2.20
C -2.40 -1.62 2.44
C -1.96 -3.01 2.85
N -1.34 -3.73 1.75
C -0.63 -4.96 2.11
C 0.51 -4.89 3.13
O 1.68 -4.25 2.66
C 1.66 -2.84 2.69
H -0.37 0.39 0.81
H -0.58 -1.29 0.32
H -1.98 -0.19 0.32
H -3.07 -1.65 1.57
H -2.96 -1.18 3.27
H -2.83 -3.56 3.19
H -1.28 -2.89 3.71
H -0.69 -3.12 1.27
H -0.22 -5.37 1.19
H -1.37 -5.68 2.48
H 0.81 -5.92 3.34
H 0.20 -4.46 4.09
H 1.12 -2.45 3.55
H 1.25 -2.42 1.77
H 2.70 -2.49 2.76
```

Properties
Total charge ... +1
HOMO ... -10.18 eV
Frontier orbital gap ... 6.6 eV
E_LUMO ... -3.61 eV